{"formula": "C4H10N2O", "method": "wB97M-V/def2-TZVPD", "elements": ["C", "C", "C", "N", "N", "C", "O", "H", "H", "H", "H", "H", "H", "H", "H", "H", "H"], "positions_angstrom": [[-0.34, 0.63, 0.38], [1.52, -0.90, 0.80], [0.07, 1.52, -0.78], [0.12, -0.82, 0.41], [-0.02, -1.41, -0.92], [-1.83, 0.43, 0.42], [-2.55, -0.45, 0.03], [-0.05, 1.08, 1.34], [0.29, -2.38, -0.83], [-1.02, -1.47, -1.10], [-2.30, 1.39, 0.72], [1.65, -0.41, 1.76], [1.78, -1.95, 0.92], [2.19, -0.46, 0.05], [-0.53, 2.43, -0.79], [-0.11, 0.99, -1.72], [1.13, 1.77, -0.70]], "lowdin_charge": [-0.3308, -0.1154, -0.0444, -0.2437, 0.0404, -0.2410, 0.0611, 0.1431, 0.0774, 0.0626, 0.1220, 0.0810, 0.0774, 0.0795, 0.0789, 0.0751, 0.0766], "largest_force_ev_per_a": 3.0, "molar_mass_g_mol": 102.14, "de_lowest_ev": 3.063}